Arrangement i

Here is the ion C4H8N with charge +1 from OMol25. Energies are from ωB97M-V/def2-TZVPD.

Values from the calculation:
orbital gap	9.71	eV
structure (SMILES)	C=C/C=C/[NH3+]
charge	+1
spin multiplicity	1

Last column: Mulliken charge in e.
Geometry (Å):
1 C -2.1120 0.2647 1.6129  -0.626
2 C -0.3271 -0.1065 0.0262  -0.224
3 C -1.5502 -0.5608 0.7455  -0.223
4 C 0.5842 -0.6169 -0.8467  0.016
5 N 1.8511 0.1687 -1.0705  -0.359
6 H -1.8132 1.2313 1.5509  0.259
7 H -2.9866 -0.0719 2.2984  0.245
8 H -0.1031 1.0140 0.0410  0.192
9 H -1.9697 -1.5860 0.4510  0.273
10 H 0.4776 -1.5681 -1.4442  0.368
11 H 2.7559 -0.4600 -1.0600  0.408
12 H 1.7485 0.8413 -0.3599  0.308
13 H 1.8439 0.6879 -1.9974  0.363

Arrangement ii

Here is a structure of composition C4H8N from OMol25. Energies are from ωB97M-V/def2-TZVPD.

Values from the calculation:
orbital gap	11.08	eV
charge	+1
spin multiplicity	1

Last column: Mulliken charge in e.
Geometry (Å):
1 C 0.0310 -0.7006 0.8132  -0.141
2 C 0.2116 0.5414 1.4659  -0.323
3 C 0.1205 1.4245 0.2482  -0.289
4 C -0.3964 -1.0216 -1.6734  -0.651
5 N -0.2562 -0.3738 -0.4277  -0.125
6 H 0.3064 -1.6977 1.1656  0.422
7 H -0.5773 0.6414 2.2557  0.281
8 H 1.1527 0.7378 2.0420  0.336
9 H -0.5933 2.1153 0.4217  0.284
10 H 0.9693 1.7115 -0.3941  0.299
11 H -1.1461 -0.6344 -2.2991  0.295
12 H -0.3966 -2.1137 -1.5998  0.287
13 H 0.5744 -0.6301 -2.0181  0.325

How far above the most stable structure does each one sit? In kJ/mol: arrangement i 0.0; arrangement ii 79.4.

Arrangement i

Here is the ion C4H8N with charge +1 from OMol25. Energies are from ωB97M-V/def2-TZVPD.

Values from the calculation:
orbital gap	12.90	eV
structure (SMILES)	C1C[C@H]2[NH2+][C@@H]12
charge	+1
spin multiplicity	1

Last column: Mulliken charge in e.
Geometry (Å):
1 C -1.0806 -0.0207 -0.5259  -0.708
2 C -0.6539 -0.5955 0.8730  -0.640
3 C 0.1088 0.8490 -0.5275  0.047
4 C 0.5863 0.2490 0.7273  -0.481
5 N 1.2681 -0.0162 -0.4877  -0.154
6 H -1.2953 -0.6655 -1.3486  0.323
7 H -1.9943 0.5695 -0.3629  0.318
8 H -1.4028 -0.3263 1.5115  0.327
9 H -0.3283 -1.6087 0.8587  0.331
10 H 0.2274 1.8116 -1.0606  0.407
11 H 1.1327 0.5274 1.4909  0.553
12 H 1.1746 -1.0834 -0.6361  0.332
13 H 2.2574 0.3097 -0.5123  0.345

Arrangement ii

Here is the ion C4H8N with charge +1 from OMol25. Energies are from ωB97M-V/def2-TZVPD.

Values from the calculation:
orbital gap (spin up / spin down)	7.96 / 8.16	eV
charge	+1
spin multiplicity	1

Last column: Mulliken charge in e.
Geometry (Å):
1 C 1.2776 -0.2141 -0.1265  0.355
2 C 0.5238 -0.2205 -1.3550  -0.239
3 C 0.9823 -0.3004 1.3214  -0.980
4 C -1.4302 0.5222 -0.2840  -0.790
5 N -0.7924 -0.4341 -0.9243  -0.196
6 H 0.8692 0.5960 -1.9185  0.375
7 H 1.0304 -1.0400 -1.8791  0.363
8 H 0.1498 0.3235 1.6319  0.371
9 H 1.9116 -0.2093 1.9461  0.308
10 H 0.5290 -1.2368 1.5945  0.444
11 H -1.0711 1.5042 -0.3235  0.415
12 H -1.3931 0.1752 0.8271  0.278
13 H -2.5870 0.5341 -0.5101  0.295

Arrangement iii

Here is the ion C4H8N with charge +1 from OMol25. Energies are from ωB97M-V/def2-TZVPD.

Values from the calculation:
orbital gap	10.52	eV
structure (SMILES)	C[N@H+]1[C@@H]2C[C@@H]21
charge	+1
spin multiplicity	1

Last column: Mulliken charge in e.
Geometry (Å):
1 C 1.3924 -1.3097 -0.0448  -0.292
2 C -0.0691 -1.1157 -0.2463  -0.119
3 C 0.9461 0.0885 0.5459  -0.236
4 C -1.1469 1.0527 -0.1115  -0.758
5 N 0.0451 0.2947 -0.5472  -0.063
6 H 1.6692 -1.9317 0.7681  0.287
7 H 2.0353 -1.3008 -0.9535  0.233
8 H -0.7411 -1.3093 0.5917  0.277
9 H 0.8601 0.3183 1.5810  0.325
10 H -0.7342 2.0741 0.0870  0.367
11 H -2.0770 1.0450 -0.7381  0.314
12 H -1.3955 0.6496 0.8838  0.274
13 H 0.5031 0.6106 -1.4910  0.391

How far above the most stable structure does each one sit? In kJ/mol: arrangement i 0.0; arrangement ii 430.0; arrangement iii 141.9.

Arrangement i

Here is the ion C4H8N with charge +1 from OMol25. Energies are from ωB97M-V/def2-TZVPD.

Values from the calculation:
orbital gap	11.01	eV
structure (SMILES)	CC1=[N+](C)C1
charge	+1
spin multiplicity	1

Last column: Mulliken charge in e.
Geometry (Å):
1 C 0.5203 -0.2170 0.1108  0.488
2 C -0.2737 -1.3650 -0.1522  -0.395
3 C 2.1018 0.3538 0.0762  -0.904
4 C -1.8935 0.7408 0.0216  -0.752
5 N -0.7533 -0.0481 0.0321  0.099
6 H -0.2308 -1.8313 -1.1541  0.272
7 H -0.2984 -2.1306 0.7536  0.241
8 H 2.3425 0.9637 -0.8586  0.314
9 H 2.8593 -0.4444 0.0833  0.315
10 H 2.3102 1.1430 0.8343  0.320
11 H -1.6031 1.7594 -0.1060  0.336
12 H -2.5511 0.6290 1.0679  0.299
13 H -2.5303 0.4466 -0.7087  0.367

Arrangement ii

Here is the ion C4H8N with charge +1 from OMol25. Energies are from ωB97M-V/def2-TZVPD.

Values from the calculation:
orbital gap	7.65	eV
charge	+1
spin multiplicity	1

Last column: Mulliken charge in e.
Geometry (Å):
1 C 1.8446 0.5743 0.1994  -1.054
2 C 0.4181 0.0984 -0.0704  0.839
3 C 0.1755 -0.6138 -1.2489  -0.471
4 C -1.8479 -0.0889 0.6876  -0.873
5 N -0.4922 0.4393 0.8106  -0.175
6 H 1.7651 1.6007 0.5438  0.351
7 H 2.5143 0.3482 -0.6200  0.366
8 H 2.1615 0.0030 1.0780  0.312
9 H -0.8520 -0.7045 -1.5973  0.338
10 H 0.9234 -1.0969 -1.8667  0.288
11 H -1.8938 -1.1104 0.3228  0.386
12 H -2.4657 0.5677 0.0642  0.385
13 H -2.2509 -0.0170 1.6968  0.309

How far above the most stable structure does each one sit? In kJ/mol: arrangement i 0.0; arrangement ii 25.4.

Arrangement i

Here is a structure of composition C3H4N4O from OMol25. Energies are from ωB97M-V/def2-TZVPD.

Values from the calculation:
orbital gap	9.95	eV
spin multiplicity	1

Last column: Mulliken charge in e.
Geometry (Å):
1 C -0.8538 1.0584 0.1455  -0.517
2 C 0.4154 0.2428 0.1072  0.859
3 C 2.4095 0.0913 -0.1065  0.058
4 H -3.0582 -1.1987 -0.1047  0.263
5 H -1.4610 -1.3078 0.4186  0.205
6 H -0.8377 2.1667 0.1376  0.340
7 H 3.3987 0.3825 -0.3562  0.418
8 N -2.0743 -0.8484 -0.2105  -0.409
9 N -1.9661 0.5010 -0.0690  -0.237
10 N 0.5883 -1.0150 0.1280  -0.181
11 N 1.9573 -1.1177 0.0061  -0.508
12 O 1.4820 1.0450 -0.0961  -0.291

Arrangement ii

Here is the molecule C3H4N4O from OMol25. Energies are from ωB97M-V/def2-TZVPD.

Values from the calculation:
orbital gap	8.72	eV
structure (SMILES)	C=Nn1[nH]cnc1=O
spin multiplicity	1

Last column: Mulliken charge in e.
Geometry (Å):
1 C 2.0780 0.5102 -0.9709  -0.394
2 C -1.2914 -0.1596 1.5227  0.064
3 C -1.4650 -0.9379 -0.6520  0.447
4 H 2.0092 1.2460 -0.1131  0.277
5 H 2.6428 0.5536 -1.9877  0.279
6 H 0.9028 0.1107 1.4700  0.317
7 H -1.7831 0.4682 2.4606  0.276
8 N 0.9565 -0.1311 -1.3104  -0.373
9 N -0.1308 -0.0186 -0.3944  0.327
10 N -0.1219 0.3148 1.0169  -0.352
11 N -2.0061 -0.8093 0.7175  -0.459
12 O -1.7909 -1.1470 -1.7592  -0.409

How far above the most stable structure does each one sit? In kJ/mol: arrangement i 0.0; arrangement ii 238.9.

Arrangement i

Here is the molecule C3H4N4O from OMol25. Energies are from ωB97M-V/def2-TZVPD.

Values from the calculation:
orbital gap	8.87	eV
structure (SMILES)	COc1nncnn1
spin multiplicity	1

Last column: Mulliken charge in e.
Geometry (Å):
1 C 0.5912 -2.0015 -0.9262  -0.671
2 C 0.4132 0.0020 0.3677  0.881
3 C -0.9520 2.0675 0.7907  0.122
4 H 0.9038 -3.1449 -0.8174  0.238
5 H -0.5733 -1.6115 -1.0474  0.316
6 H 0.7374 -1.2741 -1.8039  0.340
7 H -1.9028 2.7304 1.0820  0.326
8 N -0.1387 0.4232 -0.6764  -0.200
9 N -0.8767 1.5490 -0.3886  -0.460
10 N 0.0572 1.6958 1.7273  -0.320
11 N 0.8119 0.7429 1.3782  -0.192
12 O 0.9287 -1.1786 0.3140  -0.381

Arrangement ii

Here is the molecule C3H4N4O from OMol25. Energies are from ωB97M-V/def2-TZVPD.

Values from the calculation:
orbital gap	7.80	eV
structure (SMILES)	N/N=c1\cncno1
spin multiplicity	1

Last column: Mulliken charge in e.
Geometry (Å):
1 C -0.1802 0.0336 -0.4391  0.357
2 C -0.7404 -0.3839 0.8920  0.139
3 C 1.3930 -0.0343 1.5001  -0.081
4 H -2.3533 1.6456 -2.4845  0.278
5 H -2.4515 1.4892 -0.7879  0.244
6 H -1.7882 -0.7358 0.9822  0.413
7 H 2.0737 0.1955 2.2629  0.414
8 N -2.1285 0.8805 -1.6351  -0.608
9 N -0.9096 0.2216 -1.5066  -0.177
10 N 0.0728 -0.5195 1.9051  -0.507
11 N 2.0216 -0.2095 0.4547  -0.188
12 O 1.0363 -0.3622 -0.7772  -0.284

Arrangement iii

Here is the molecule C3H4N4O from OMol25. Energies are from ωB97M-V/def2-TZVPD.

Values from the calculation:
orbital gap	10.36	eV
structure (SMILES)	c1nncocn[nH]1
spin multiplicity	1

Last column: Mulliken charge in e.
Geometry (Å):
1 C -1.3199 0.1214 0.9759  -0.043
2 C 1.0452 1.0356 -0.5620  -0.101
3 C 0.9312 -1.1844 -0.3621  0.021
4 H -2.0758 -1.3589 0.0553  0.278
5 H -1.6505 -0.0560 1.9849  0.388
6 H 1.4701 1.3427 -1.3632  0.620
7 H 1.6325 -1.9411 -0.7641  0.359
8 N -1.3091 -0.8314 -0.1839  -0.258
9 N -0.7708 1.1914 0.7942  -0.186
10 N -0.0204 1.6276 -0.2292  -0.379
11 N -0.2215 -1.6886 -0.3609  -0.377
12 O 1.6173 0.0105 -0.0456  -0.322

Arrangement iv

Here is the molecule C3H4N4O from OMol25. Energies are from ωB97M-V/def2-TZVPD.

Values from the calculation:
orbital gap	9.06	eV
structure (SMILES)	C=Nn1cc(O)nn1
spin multiplicity	1

Last column: Mulliken charge in e.
Geometry (Å):
1 C 0.2337 1.2106 1.3155  0.451
2 C 0.2278 0.9898 -0.0580  -0.296
3 C -0.6278 -1.9354 -1.6008  -0.180
4 H 1.1167 2.7345 1.2181  0.384
5 H 0.7852 1.5835 -0.7712  0.263
6 H -1.4406 -2.3823 -0.8564  0.287
7 H -0.3211 -2.4534 -2.6023  0.262
8 N -0.0177 -0.3352 -0.1900  0.989
9 N -0.0097 -0.8312 -1.4731  -0.792
10 N -0.1827 -0.9026 1.0035  -0.478
11 N -0.1441 0.0516 1.9754  -0.400
12 O 0.3804 2.2700 2.0394  -0.488

How far above the most stable structure does each one sit? In kJ/mol: arrangement i 27.8; arrangement ii 98.9; arrangement iii 8.9; arrangement iv 0.0.

Arrangement i

Here is the molecule C3H4N4O from OMol25. Energies are from ωB97M-V/def2-TZVPD.

Values from the calculation:
orbital gap	9.82	eV
structure (SMILES)	C=NOc1nnc[nH]1
spin multiplicity	1

Last column: Mulliken charge in e.
Geometry (Å):
1 C -0.3584 1.2393 -2.6765  -0.021
2 C 0.1171 0.2283 -0.8618  0.547
3 C 0.4414 -1.9728 1.4153  -0.227
4 N 0.0031 0.0226 -2.9620  -0.454
5 N 0.3826 -0.5948 -1.8121  -0.266
6 N 1.1242 -1.2345 0.6998  -0.242
7 N -0.3892 1.4287 -1.3039  -0.109
8 O 0.1774 0.0535 0.4730  -0.345
9 H -0.8353 2.0189 -3.4229  0.284
10 H 0.8487 -2.9835 1.7290  0.250
11 H -0.5234 -1.7911 1.6544  0.337
12 H -0.5774 2.3638 -0.9021  0.244

Arrangement ii

Here is the molecule C3H4N4O from OMol25. Energies are from ωB97M-V/def2-TZVPD.

Values from the calculation:
orbital gap	9.72	eV
structure (SMILES)	C=Nn1cn[nH]c1=O
spin multiplicity	1

Last column: Mulliken charge in e.
Geometry (Å):
1 C 2.2783 -0.2079 0.0856  -0.246
2 C -1.0489 -1.2188 0.0460  -0.031
3 C -0.1596 0.7170 -0.1514  0.514
4 H 3.5346 -0.4758 0.1699  0.231
5 H 1.9864 0.9142 0.5530  0.289
6 H -1.3685 -2.2309 0.2810  0.408
7 H -2.0909 1.6312 -0.0875  0.212
8 N 1.3873 -1.0756 -0.0646  -0.824
9 N 0.0990 -0.5028 -0.2095  0.564
10 N -2.0022 -0.4728 0.0892  -0.511
11 N -1.5408 0.8544 0.0544  0.079
12 O 0.7395 1.5997 0.0145  -0.686

Arrangement iii

Here is the molecule C3H4N4O from OMol25. Energies are from ωB97M-V/def2-TZVPD.

Values from the calculation:
orbital gap	9.39	eV
structure (SMILES)	[H]/N=C\n1onc/c1=N/[H]
spin multiplicity	1

Last column: Mulliken charge in e.
Geometry (Å):
1 C -1.4743 -0.9163 -0.1216  0.134
2 C 1.8941 0.1367 0.0221  -0.084
3 C 0.5255 0.6236 -0.1323  0.430
4 H -2.1512 0.7353 0.3213  0.182
5 H -1.2210 -2.0580 0.0277  0.294
6 H 2.6904 0.9005 0.2101  0.365
7 H -0.7295 2.3237 -0.1830  0.252
8 N -2.4893 -0.3122 0.2015  -0.572
9 N -0.1854 -0.5861 -0.2751  0.192
10 N 2.0529 -1.0914 0.2424  -0.282
11 N 0.3280 1.8836 -0.0982  -0.662
12 O 0.7599 -1.6395 -0.2151  -0.249

How far above the most stable structure does each one sit? In kJ/mol: arrangement i 0.0; arrangement ii 89.6; arrangement iii 187.4.

Arrangement i

Here is a cluster of 2 separate species, H4OS2 in total from OMol25. Energies are from ωB97M-V/def2-TZVPD.

Values from the calculation:
orbital gap	9.40	eV
structure (SMILES)	SS.O
spin multiplicity	1

Last column: Mulliken charge in e.
Geometry (Å):
1 S 1.6800 0.4339 -0.4035  -0.266
2 S 1.2276 -1.5438 0.0070  -0.139
3 H 1.7230 0.2947 -1.7374  0.191
4 H 0.1047 -1.3096 0.6989  0.191
5 H -2.3709 0.8055 0.5186  0.299
6 H -0.8468 0.9401 0.2535  0.314
7 O -1.5175 0.3792 0.6628  -0.590

Arrangement ii

Here is a cluster of 2 separate species, H4OS2 in total from OMol25. Energies are from ωB97M-V/def2-TZVPD.

Values from the calculation:
orbital gap	10.01	eV
structure (SMILES)	SS.O
spin multiplicity	1

Last column: Mulliken charge in e.
Geometry (Å):
1 O -0.2769 1.3119 -1.4470  -0.631
2 H -0.7331 0.4472 -1.5576  0.310
3 H 0.0467 1.3046 -0.5177  0.372
4 S 0.3342 -1.0562 1.9926  -0.139
5 S 1.0257 -0.2983 0.2359  -0.250
6 H -0.9125 -0.5397 1.9545  0.165
7 H 0.5160 -1.1694 -0.6606  0.173

Arrangement iii

Here is a cluster of 2 separate species, H4OS2 in total from OMol25. Energies are from ωB97M-V/def2-TZVPD.

Values from the calculation:
orbital gap	9.80	eV
structure (SMILES)	SS.O
spin multiplicity	1

Last column: Mulliken charge in e.
Geometry (Å):
1 S -4.3869 1.4738 0.3244  -0.150
2 S -3.6772 1.2105 2.0986  -0.155
3 H -3.5373 2.3142 -0.3805  0.155
4 H -2.6331 0.3414 2.1403  0.150
5 H 5.1668 -1.2414 -1.2019  0.318
6 H 4.1238 -1.8864 -1.4630  0.268
7 O 4.9439 -2.2122 -1.5178  -0.586

Arrangement iv

Here is a cluster of 2 separate species, H4OS2 in total from OMol25. Energies are from ωB97M-V/def2-TZVPD.

Values from the calculation:
orbital gap	9.68	eV
structure (SMILES)	SS.O
spin multiplicity	1

Last column: Mulliken charge in e.
Geometry (Å):
1 O -2.1851 -0.8518 3.8879  -0.646
2 H -1.6302 -1.0767 4.6688  0.325
3 H -2.1988 0.1319 3.8683  0.324
4 S 0.0000 0.0000 0.0000  -0.187
5 S 0.1084 -1.6455 -1.3237  -0.169
6 H -0.8965 -0.3436 0.9491  0.182
7 H -0.9777 -1.3450 -2.0672  0.172

How far above the most stable structure does each one sit? In kJ/mol: arrangement i 0.0; arrangement ii 49.7; arrangement iii 118.3; arrangement iv 14.7.

Arrangement i

Here is a cluster of 2 separate species, H4OS2 in total from OMol25. Energies are from ωB97M-V/def2-TZVPD.

Values from the calculation:
orbital gap	8.62	eV
structure (SMILES)	SS.O
spin multiplicity	1

Last column: Mulliken charge in e.
Geometry (Å):
1 S -1.5826 -0.9266 -0.1002  -0.142
2 S -3.6477 -0.2909 -0.5412  -0.174
3 H -2.0287 -2.0162 -0.6921  0.161
4 H -3.7551 0.6325 0.3996  0.155
5 H 9.4789 2.3452 1.6788  0.308
6 H 9.2215 1.3760 0.5613  0.323
7 O 8.8460 2.1429 1.0393  -0.631

Arrangement ii

Here is a cluster of 2 separate species, H4OS2 in total from OMol25. Energies are from ωB97M-V/def2-TZVPD.

Values from the calculation:
orbital gap	9.42	eV
structure (SMILES)	SS.O
spin multiplicity	1

Last column: Mulliken charge in e.
Geometry (Å):
1 O -0.2931 0.4320 -1.9167  -0.598
2 H -0.7558 1.1756 -1.4680  0.338
3 H 0.3060 0.0619 -1.2295  0.272
4 S -0.2417 -1.5583 1.2551  -0.091
5 S -0.3439 0.5551 1.6147  -0.237
6 H 0.3792 -1.6017 0.0571  0.124
7 H 0.9494 0.9354 1.6872  0.193

Arrangement iii

Here is a cluster of 2 separate species, H4OS2 in total from OMol25. Energies are from ωB97M-V/def2-TZVPD.

Values from the calculation:
orbital gap	10.08	eV
structure (SMILES)	SS.O
spin multiplicity	1

Last column: Mulliken charge in e.
Geometry (Å):
1 S 0.6054 -0.5858 -0.0159  -0.159
2 S 2.1422 -0.8894 1.2804  -0.168
3 H 0.9549 -1.3824 -1.0112  0.162
4 H 1.6613 -1.9613 1.9171  0.166
5 H -4.4423 3.0754 -2.8099  0.323
6 H -5.5547 2.2592 -2.1319  0.321
7 O -4.6028 2.3981 -2.1348  -0.645

How far above the most stable structure does each one sit? In kJ/mol: arrangement i 44.6; arrangement ii 15.3; arrangement iii 0.0.